## A
{
  "formula": "C4H12NO2",
  "method": "ωB97M-V/def2-TZVPD",
  "symbols": ["C", "O", "C", "H", "H", "H", "H", "H", "C", "O", "C", "N", "H", "H", "H", "H", "H", "H", "H"],
  "coordinates": [[-1.134, -0.441, 1.300], [-0.210, 0.537, 1.171], [-2.284, -0.016, 2.220], [-0.683, -1.385, 1.715], [-1.640, -0.783, 0.349], [-2.992, -0.845, 2.410], [-2.855, 0.793, 1.742], [-1.943, 0.348, 3.191], [0.677, 0.117, -1.921], [0.249, -1.166, -2.440], [1.882, -0.058, -1.031], [2.067, 1.194, -0.307], [0.901, 0.790, -2.763], [-0.141, 0.536, -1.334], [-0.570, -1.010, -2.900], [1.602, -0.875, -0.342], [2.773, -0.310, -1.608], [2.972, 1.280, 0.128], [1.329, 1.295, 0.419]],
  "molar_mass_g_mol": 106.14,
  "e_homo_ev": -2.73,
  "multiplicity": 1,
  "homo_lumo_gap_ev": 6.59,
  "charge": -1
}

***

## B
{
  "formula": "C4H12NO2",
  "method": "ωB97M-V/def2-TZVPD",
  "symbols": ["C", "N", "C", "C", "C", "O", "H", "H", "H", "H", "H", "H", "H", "H", "H", "H", "H", "H", "O"],
  "coordinates": [[-1.536, -1.300, 2.165], [-0.488, -0.258, 2.164], [0.229, -0.368, 0.838], [0.964, 0.830, 0.192], [1.760, 0.625, -1.065], [1.075, -0.084, -2.162], [-2.085, -1.481, 1.200], [-2.297, -0.918, 2.796], [-1.179, -2.252, 2.540], [-0.659, -0.684, 0.160], [-1.017, -0.879, -0.630], [0.960, -1.307, 0.919], [0.177, 1.633, -0.334], [1.648, 1.091, 1.106], [2.023, 1.689, -1.369], [2.602, -0.045, -0.802], [0.204, 0.478, -2.339], [-1.442, 1.645, -3.084], [-0.941, 1.585, -2.295]],
  "molar_mass_g_mol": 106.14,
  "e_homo_ev": -3.89,
  "multiplicity": 1,
  "homo_lumo_gap_ev": 6.83,
  "charge": -1
}

***

Energies, relative to the best one, in hartree: A 0.0000; B 0.2069.

***

## A
{
  "formula": "C4H12NO2",
  "method": "ωB97M-V/def2-TZVPD",
  "symbols": ["C", "C", "N", "C", "C", "O", "H", "H", "H", "H", "H", "H", "H", "H", "H", "H", "H", "H", "O"],
  "coordinates": [[1.998, 0.349, -1.451], [0.688, 1.109, -1.784], [-0.520, 0.786, -0.983], [-0.554, 0.031, 0.395], [-2.011, -0.133, 0.988], [-2.146, -1.153, 1.824], [2.799, 0.952, -2.089], [2.248, 0.311, -0.286], [1.960, -0.692, -1.802], [0.600, 1.070, -3.001], [0.854, 2.196, -1.502], [-1.254, 0.332, -1.622], [-0.079, -0.923, 0.065], [0.099, 0.606, 1.082], [-2.323, -0.276, -0.062], [-2.352, 0.925, 1.300], [0.399, -2.241, 2.600], [-0.653, -1.495, 2.942], [0.247, -1.753, 3.386]],
  "molar_mass_g_mol": 106.14,
  "e_homo_ev": -3.14,
  "multiplicity": 1,
  "homo_lumo_gap_ev": 6.76,
  "charge": -1
}

***

## B
{
  "formula": "C4H12NO2",
  "method": "ωB97M-V/def2-TZVPD",
  "symbols": ["C", "N", "C", "O", "H", "H", "H", "H", "H", "H", "C", "O", "C", "H", "H", "H", "H", "H", "H"],
  "coordinates": [[-1.544, 1.275, 2.048], [-1.178, 2.281, 1.078], [-0.129, 1.816, 0.128], [-0.451, 0.712, -0.551], [-2.041, 0.434, 1.577], [-2.227, 1.717, 2.820], [-0.625, 0.872, 2.515], [-2.037, 2.393, 0.490], [0.815, 1.739, 0.748], [0.021, 2.711, -0.504], [1.343, -1.309, -1.233], [1.962, -2.192, -2.232], [0.344, -2.178, -0.550], [2.139, -0.873, -0.565], [0.745, -0.525, -1.729], [2.542, -1.607, -2.745], [0.807, -3.057, -0.147], [-0.233, -1.649, 0.177], [-0.252, -2.559, -1.326]],
  "molar_mass_g_mol": 106.14,
  "e_homo_ev": -2.76,
  "multiplicity": 1,
  "homo_lumo_gap_ev": 6.53,
  "charge": -1
}

***

Energies, relative to the best one, in hartree: A 0.0416; B 0.0000.

***

## A
{
  "formula": "C3H4FP",
  "method": "ωB97M-V/def2-TZVPD",
  "symbols": ["C", "C", "C", "F", "P", "H", "H", "H", "H"],
  "coordinates": [[1.160, 0.151, 0.848], [0.008, -0.093, 0.329], [-0.662, -0.830, -0.706], [0.037, 2.511, 0.094], [-0.184, 1.385, 1.327], [2.161, -0.020, 1.112], [-0.760, -0.125, -1.673], [-1.634, -1.241, -0.436], [-0.125, -1.737, -0.895]],
  "molar_mass_g_mol": 90.04,
  "e_homo_ev": -9.56,
  "smiles": "CC1=P(F)=C1",
  "multiplicity": 1,
  "homo_lumo_gap_ev": 10.56,
  "charge": 0
}

***

## B
{
  "formula": "C3H4FP",
  "method": "ωB97M-V/def2-TZVPD",
  "symbols": ["C", "C", "C", "F", "P", "H", "H", "H", "H"],
  "coordinates": [[1.358, -1.042, -0.874], [1.165, -0.374, 0.117], [0.677, 0.717, 0.953], [-3.043, -0.346, -1.990], [-3.217, -0.059, -0.394], [1.464, -1.929, -1.414], [0.063, 1.418, 0.503], [1.539, 1.321, 1.381], [-0.006, 0.294, 1.719]],
  "molar_mass_g_mol": 90.04,
  "e_homo_ev": [-8.64, -8.63],
  "multiplicity": 1,
  "homo_lumo_gap_ev": [7.38, 7.33],
  "charge": 0
}

***

Energies, relative to the best one, in hartree: A 0.0000; B 0.1082.

***

## A
{
  "formula": "C4H11NS2",
  "method": "ωB97M-V/def2-TZVPD",
  "symbols": ["N", "C", "C", "C", "S", "S", "C", "H", "H", "H", "H", "H", "H", "H", "H", "H", "H", "H"],
  "coordinates": [[-1.597, 1.781, 0.141], [-1.390, 0.375, 0.428], [-2.220, -0.527, -0.459], [0.118, -0.042, 0.300], [1.187, 1.208, 1.048], [3.030, 0.939, 0.115], [3.304, -0.848, -0.058], [-1.394, 1.991, -0.835], [-2.568, 2.072, 0.177], [-1.725, 0.207, 1.455], [-1.952, -0.481, -1.520], [-2.074, -1.559, -0.086], [-3.296, -0.377, -0.336], [0.321, -0.971, 0.822], [0.218, -0.146, -0.781], [4.268, -1.152, 0.347], [3.278, -1.034, -1.132], [2.494, -1.434, 0.373]],
  "molar_mass_g_mol": 137.27,
  "e_homo_ev": -7.88,
  "smiles": "CSSC[C@H](C)N",
  "multiplicity": 1,
  "homo_lumo_gap_ev": 8.74,
  "charge": 0
}

***

## B
{
  "formula": "C4H11NS2",
  "method": "ωB97M-V/def2-TZVPD",
  "symbols": ["S", "S", "C", "C", "C", "N", "C", "H", "H", "H", "H", "H", "H", "H", "H", "H", "H", "H"],
  "coordinates": [[0.627, 0.514, 3.225], [-0.465, 1.758, 2.140], [-0.150, 1.670, 0.329], [-0.443, 0.325, -0.359], [-0.309, 0.499, -1.879], [0.482, -0.613, 0.282], [0.227, -2.012, -0.126], [0.077, -0.712, 3.099], [0.914, 2.052, 0.249], [-0.770, 2.428, -0.104], [-1.470, 0.085, -0.002], [0.093, -0.439, -2.290], [0.513, 1.158, -2.129], [-1.268, 0.712, -2.342], [1.448, -0.322, 0.273], [0.811, -2.669, 0.539], [0.532, -2.331, -1.118], [-0.849, -2.104, 0.214]],
  "molar_mass_g_mol": 137.27,
  "e_homo_ev": -8.46,
  "smiles": "CN[C@H](C)CSS",
  "multiplicity": 1,
  "homo_lumo_gap_ev": 9.20,
  "charge": 0
}

***

Energies, relative to the best one, in hartree: A 0.0000; B 0.0172.

***

## A
{
  "formula": "C2H3N3OS",
  "method": "ωB97M-V/def2-TZVPD",
  "symbols": ["C", "C", "N", "N", "N", "O", "S", "H", "H", "H"],
  "coordinates": [[0.218, -0.099, 0.047], [-1.077, -0.490, 0.090], [0.211, 1.267, -0.223], [-1.810, 0.617, -0.131], [-1.093, 1.709, -0.230], [-3.497, -1.679, 0.099], [-3.446, 0.536, -0.062], [1.207, -0.605, 0.184], [-1.594, -1.494, 0.118], [0.923, 1.869, -0.540]],
  "molar_mass_g_mol": 117.13,
  "e_homo_ev": [-8.53, -8.52],
  "multiplicity": 1,
  "homo_lumo_gap_ev": [8.20, 8.29],
  "charge": 0
}

***

## B
{
  "formula": "C2H3N3OS",
  "method": "ωB97M-V/def2-TZVPD",
  "symbols": ["C", "C", "H", "H", "H", "N", "N", "N", "O", "S"],
  "coordinates": [[0.331, 0.772, -0.063], [-0.702, -0.177, 0.020], [1.040, 2.555, 0.067], [1.824, -1.841, 0.035], [-2.699, -1.221, 0.016], [1.499, 0.199, -0.025], [1.144, -1.092, -0.008], [-0.136, -1.386, -0.020], [0.133, 2.094, -0.003], [-2.434, 0.097, -0.019]],
  "molar_mass_g_mol": 117.13,
  "e_homo_ev": -8.53,
  "smiles": "Oc1n[nH]nc1S",
  "multiplicity": 1,
  "homo_lumo_gap_ev": 9.34,
  "charge": 0
}

***

Energies, relative to the best one, in hartree: A 0.1936; B 0.0000.

***

## A
{
  "formula": "C3H3NOS",
  "method": "ωB97M-V/def2-TZVPD",
  "symbols": ["C", "C", "C", "N", "O", "S", "H", "H", "H"],
  "coordinates": [[-0.928, -0.063, -1.074], [-0.135, -0.229, 1.297], [-0.029, 0.404, -0.059], [-1.629, -0.378, -1.919], [-0.840, -1.161, 1.546], [1.715, 0.327, -0.605], [0.560, 0.212, 2.035], [-0.348, 1.789, -0.102], [1.634, -0.902, -1.119]],
  "molar_mass_g_mol": 101.13,
  "e_homo_ev": -10.36,
  "multiplicity": 1,
  "homo_lumo_gap_ev": 10.19,
  "charge": 0
}

***

## B
{
  "formula": "C3H3NOS",
  "method": "ωB97M-V/def2-TZVPD",
  "symbols": ["C", "C", "C", "N", "O", "S", "H", "H", "H"],
  "coordinates": [[-1.893, 1.836, 0.959], [-0.871, 0.056, -0.022], [0.311, 0.476, 0.427], [-1.810, 2.728, 1.675], [-2.048, 0.751, 0.322], [1.804, -0.285, -0.235], [-1.094, -0.675, -0.636], [0.472, 1.342, 0.966], [1.426, -1.561, -0.030]],
  "molar_mass_g_mol": 101.13,
  "e_homo_ev": -9.40,
  "smiles": "N#CO/C=C/S",
  "multiplicity": 1,
  "homo_lumo_gap_ev": 9.89,
  "charge": 0
}

***

## C
{
  "formula": "C3H3NOS",
  "method": "ωB97M-V/def2-TZVPD",
  "symbols": ["C", "C", "C", "N", "O", "S", "H", "H", "H"],
  "coordinates": [[1.731, 0.352, 2.187], [1.086, 0.417, 1.184], [0.046, 0.573, -0.702], [-0.899, -0.303, -0.498], [0.453, 1.301, -1.522], [-2.211, -0.620, -1.635], [2.273, 0.308, 3.091], [-1.004, -0.725, 0.414], [-1.474, -1.302, -2.519]],
  "molar_mass_g_mol": 101.13,
  "e_homo_ev": -9.91,
  "multiplicity": 1,
  "homo_lumo_gap_ev": 9.73,
  "charge": 0
}

***

Energies, relative to the best one, in hartree: A 0.0000; B 0.0125; C 0.0860.